[1]
Entry from OMol25: one molecule with the formula C4H9NO (ωB97M-V with the def2-TZVPD basis set).

```
15
Properties=species:S:1:pos:R:3:forces:R:3:lowdin_charge:R:1
C 0.20576 1.68467 -0.71488 -0.01 0.25 0.04 -0.084
O 0.14551 0.29982 -1.02196 -0.13 -0.17 -0.05 -0.129
C 0.34970 -0.57579 0.02645 -0.15 -0.18 0.29 -0.463
N -0.57951 -1.05859 0.73193 0.25 0.14 -0.30 0.053
C -1.96067 -0.67417 0.49127 -0.11 0.01 -0.09 -0.117
C 1.79092 -0.94871 0.23414 -0.06 0.00 0.05 -0.012
H -0.55206 2.18271 -1.32645 0.16 -0.02 0.06 0.089
H 1.19633 2.09053 -0.96331 -0.19 -0.05 0.12 0.089
H -0.02522 1.87989 0.34114 0.09 -0.08 -0.18 0.099
H -2.10182 0.02358 -0.34576 0.06 -0.11 0.18 0.072
H -2.54120 -1.58360 0.28112 0.14 0.23 0.12 0.078
H -2.36544 -0.22784 1.40900 0.06 -0.12 -0.20 0.077
H 2.26379 -1.15807 -0.73251 -0.06 0.12 0.21 0.084
H 2.31050 -0.10527 0.71356 -0.01 -0.23 -0.19 0.085
H 1.86341 -1.82915 0.87626 -0.02 0.22 -0.05 0.080
```
Forces are in eV/Å.

Output
SMILES string = C/N=C(/C)OC
HOMO = -0.355 Ha
HOMO-LUMO gap = 10.67 eV
Spin multiplicity = 1

***

[2]
Entry from OMol25: C4H12N4 as an isolated structure (ωB97M-V with the def2-TZVPD basis set).

```
20
Properties=species:S:1:pos:R:3:forces:R:3:lowdin_charge:R:1
C 0.23035 2.23746 -0.72683 -0.75 0.45 1.25 -0.097
C -0.75798 0.94415 -0.77687 -3.21 0.86 1.55 -0.438
C -1.66867 1.20991 0.57749 1.04 -0.84 0.71 -0.132
C -0.01316 -1.53327 -0.32891 -2.27 -2.51 -3.87 -0.571
H -0.25486 3.35657 -1.03663 0.90 -3.22 1.79 0.127
H 0.66553 1.91879 0.43610 -1.30 2.30 -3.01 0.127
H 1.16104 2.28352 -1.29474 -0.31 -0.91 -0.49 0.028
H -1.73863 0.66094 -1.49985 3.59 0.98 0.78 0.175
H -0.83613 0.88356 1.40027 -2.18 1.69 -1.24 0.088
H -2.11227 2.36994 0.60057 1.18 -3.44 0.29 0.120
H -2.44095 0.33457 0.73995 1.00 2.09 -0.63 0.076
H 0.67605 -0.08044 0.48145 -0.75 1.46 -2.55 0.113
H -1.79837 -1.67000 -1.15577 2.85 -2.09 0.43 0.076
H 1.22446 -3.34721 0.06141 -1.03 3.55 0.19 0.174
H 3.06170 -1.26716 0.51970 -4.29 -0.83 2.82 0.176
H 2.29471 -2.13171 2.13447 -1.53 2.22 -4.15 0.151
N 0.15451 -0.13840 -0.51162 2.32 -2.37 3.94 -0.033
N -0.91014 -2.33420 -0.87694 -2.25 3.68 0.72 0.043
N 1.10990 -2.24640 0.09605 2.95 -0.24 2.84 -0.097
N 1.95292 -1.45061 1.16068 4.05 -2.83 -1.36 -0.105
```
Forces are in eV/Å.

Output
HOMO = -0.308 Ha
HOMO-LUMO gap = 8.81 eV
Spin multiplicity = 1

***

[3]
Entry from OMol25: an isolated ion of composition CH3N2O2 and charge -1 (ωB97M-V with the def2-TZVPD basis set).

```
8
Properties=species:S:1:pos:R:3:forces:R:3:lowdin_charge:R:1
N -0.19887 0.02195 1.59295 0.83 -0.64 -0.43 -0.105
C -0.68801 -0.18119 0.37746 -1.94 1.06 1.50 -0.412
O 0.39128 -0.92632 -0.76010 1.10 -0.46 -0.45 -0.218
N 1.38024 -0.20460 -1.21251 -0.36 -0.43 -0.28 -0.224
O 1.06760 0.87661 -1.66949 -0.02 0.26 0.15 -0.127
H 0.54209 0.72262 1.53455 -0.40 0.42 0.15 -0.033
H -1.44715 -0.96799 0.36845 0.13 -0.19 -0.24 0.060
H -1.04719 0.65891 -0.23130 0.66 -0.02 -0.39 0.060
```
Forces are in eV/Å.

Output
Charge = -1
HOMO = -0.111 Ha
HOMO-LUMO gap = 7.88 eV
Spin multiplicity = 1

***

[4]
Entry from OMol25: C9H27I2N2O5P2Pd as an isolated structure (ωB97M-V with the def2-TZVPD basis set).

```
48
Properties=species:S:1:pos:R:3:forces:R:3:lowdin_charge:R:1
Pd 0.08306 0.83203 -0.77881 0.42 0.22 0.15 0.311
I 1.16878 3.45660 -0.28390 -0.03 0.00 0.00 1.029
C 1.64150 3.15770 -2.33423 0.02 0.03 -0.01 -0.997
I 1.91108 1.09370 -2.81956 -0.09 -0.04 0.05 1.048
H 2.57208 3.67141 -2.55612 -0.01 0.00 -0.01 -0.007
H 0.81455 3.52055 -2.93213 0.00 -0.01 0.00 -0.013
C 1.18047 -3.66664 1.24270 0.01 -0.01 -0.01 -0.039
C 0.85497 -2.59663 0.23682 -0.01 -0.01 0.08 -0.212
O 1.87390 -1.53319 0.33353 -0.01 0.04 -0.16 -0.223
P 1.61769 -0.01788 0.56384 -0.06 0.13 -0.06 0.441
O 0.85340 0.26987 1.88748 0.06 -0.10 -0.07 -0.259
C 1.44033 -0.03307 3.24308 0.02 0.02 -0.03 -0.174
C 0.34480 -0.54733 4.12692 -0.01 0.00 0.02 -0.050
O 3.00492 0.64242 0.58261 0.02 -0.01 0.03 -0.285
C 4.31809 0.06168 0.15567 0.02 0.01 0.00 -0.188
C 4.97252 -0.63657 1.31286 0.00 0.00 0.02 -0.045
H 0.49067 -4.50155 1.11682 -0.01 0.01 0.01 0.102
H 1.08906 -3.29686 2.26359 0.00 0.00 0.00 0.079
H 2.19107 -4.04121 1.08733 0.00 0.00 0.00 0.100
H -0.12779 -2.15116 0.41435 0.00 0.00 0.02 0.106
H 0.91223 -2.95984 -0.78676 0.01 0.01 0.00 0.127
H 1.85959 0.90960 3.58396 -0.01 0.01 -0.01 0.134
H 2.24160 -0.75724 3.09692 -0.01 -0.01 0.00 0.116
H -0.46735 0.17382 4.20608 0.00 0.00 0.01 0.089
H 0.75209 -0.69951 5.12755 0.00 -0.01 -0.01 0.107
H -0.04582 -1.50161 3.77452 0.00 0.01 -0.01 0.079
H 4.87334 0.93352 -0.17695 0.00 0.00 -0.01 0.132
H 4.13028 -0.59653 -0.68988 -0.05 -0.02 0.03 0.107
H 5.22462 0.06359 2.10726 -0.02 0.00 0.01 0.098
H 5.89793 -1.09483 0.96081 0.01 0.02 0.00 0.106
H 4.34110 -1.43273 1.70806 0.02 -0.02 -0.02 0.077
N -4.42794 2.24638 0.07692 -0.02 -0.02 0.00 0.161
C -3.57397 1.02571 -0.14959 -0.08 -0.01 -0.06 -0.162
P -2.94155 1.21120 -1.89469 -0.29 0.15 -0.07 0.450
O -4.09953 1.89650 -2.54229 0.08 0.11 -0.12 -0.310
O -1.55777 1.80390 -1.86542 0.07 -0.53 0.23 -0.462
C -2.90264 -0.44203 -2.75868 -0.08 0.04 -0.03 -0.152
N -3.93969 -0.37240 -3.85472 -0.01 0.03 0.03 0.161
H -4.93500 2.43293 -0.80763 0.01 0.01 -0.01 0.146
H -3.86828 3.07994 0.27268 0.00 -0.01 0.01 0.179
H -5.09131 2.12639 0.84599 -0.01 0.00 -0.01 0.183
H -4.23453 0.16268 -0.07109 0.03 -0.02 0.02 0.115
H -2.81747 0.97172 0.63072 0.01 0.02 -0.02 0.099
H -3.12102 -1.29259 -2.11593 0.00 0.01 0.01 0.110
H -1.92545 -0.58873 -3.21330 0.00 -0.01 0.01 0.099
H -3.52920 -0.45304 -4.78685 0.00 0.01 0.00 0.180
H -4.39473 0.56660 -3.76692 0.01 -0.03 -0.01 0.129
H -4.65467 -1.09730 -3.77361 0.00 0.00 -0.01 0.179
```
Forces are in eV/Å.

Output
Charge = +3
HOMO = -0.651 Ha
HOMO-LUMO gap = 6.72 eV
Spin multiplicity = 1

***

[5]
Entry from OMol25: a 3-piece molecular cluster, H6O3 overall (ωB97M-V with the def2-TZVPD basis set).

```
9
Properties=species:S:1:pos:R:3:forces:R:3:lowdin_charge:R:1
H 0.42089 2.29049 -0.24227 -0.13 -0.02 -0.01 0.058
H -0.48577 1.01821 0.01592 0.17 0.48 0.02 0.018
H 1.13997 -0.76025 0.84926 0.41 -0.64 -0.22 0.050
H 1.09357 -0.21915 -0.49254 0.59 -0.69 -0.07 0.018
H -2.16001 -0.63766 -0.66285 0.72 0.34 1.03 0.086
H -0.74366 -0.84453 -0.05487 -0.09 -0.39 0.03 0.013
O 0.43180 1.37109 0.03391 -0.22 0.23 -0.02 -0.077
O 1.24664 -1.09643 -0.06212 -0.72 1.05 0.34 -0.093
O -1.58656 -0.38054 0.10163 -0.73 -0.36 -1.10 -0.073
```
Forces are in eV/Å.

Output
SMILES string = O.O.O
HOMO = -0.421 Ha
HOMO-LUMO gap = 12.18 eV
Spin multiplicity = 1

***

[6]
Entry from OMol25: one molecule with the formula C5H5NO2S (ωB97M-V with the def2-TZVPD basis set).

```
14
Properties=species:S:1:pos:R:3:forces:R:3:lowdin_charge:R:1
C -2.30896 0.45211 0.04665 0.41 0.57 0.12 -0.024
C -1.09766 0.82028 0.06348 3.98 0.91 1.57 -0.112
C -3.51582 0.20928 -0.09303 -0.77 -1.04 -0.76 -0.256
C 1.45778 0.96638 0.32871 -2.55 -2.52 2.65 -0.261
C 1.82733 -0.17500 -0.51225 -0.25 -0.61 0.43 -0.495
N 0.02885 1.14976 0.33805 -2.20 0.01 -0.72 0.126
O -4.57605 -0.19548 -0.29427 -1.64 0.05 0.09 0.161
O -0.21405 -1.75520 -0.16188 -0.88 -0.60 0.97 -0.489
S 1.40647 -1.67456 0.30526 -0.95 -1.35 0.01 0.906
H -0.89495 -1.83274 0.58401 1.82 0.39 -1.15 0.085
H 1.71433 0.53433 1.36214 -0.05 1.67 -1.03 0.128
H 1.85335 1.86317 0.07513 1.71 2.67 -0.52 0.084
H 1.44802 -0.19008 -1.49156 -0.57 0.13 -1.38 0.081
H 2.87135 -0.17225 -0.55044 1.93 -0.29 -0.28 0.067
```
Forces are in eV/Å.

Output
SMILES string = O=C=C=C=NCCSO
HOMO = -0.329 Ha
HOMO-LUMO gap = 9.39 eV
Spin multiplicity = 1

***

| no. | calculated total energy (hartree) |
| --- | --- |
| 1 | -287.76991 |
| 2 | -378.35495 |
| 3 | -299.79046 |
| 4 | -2249.95858 |
| 5 | -229.31535 |
| 6 | -796.82063 |